{"formula": "C3H2Cl2O4ScV", "method": "ωB97M-V/def2-TZVPD", "homo_ev": [-26.38, -26.41], "e_lumo_ev": [-21.920, -20.884], "homo_lumo_gap_ev": [4.46, 5.53], "multiplicity": 3, "charge": 4, "e_above_lowest_kj_mol": 0.0, "symbols": ["V", "Sc", "Cl", "Cl", "C", "C", "C", "O", "O", "O", "O", "H", "H"], "xyz": [[2.19560, 3.71918, -0.65415], [-0.22643, 0.07369, 0.29725], [1.41414, 2.01344, 0.90240], [0.69464, -0.13279, -1.78315], [-1.83281, -0.99072, -0.93637], [1.23249, 4.86837, 0.39914], [0.96487, 3.52274, -2.00654], [-2.24358, -1.42217, -1.92823], [0.47974, 5.39674, 1.12305], [0.08547, 3.48509, -2.78473], [0.94205, -1.56628, 0.94103], [1.52742, -1.89501, 0.22386], [0.88517, -2.24977, 1.64221]], "atomic_forces_ev_per_a": [[6.4021, -4.1752, 1.9784], [0.7834, -1.8554, -0.6878], [1.0167, 2.1688, -1.3289], [-0.1446, 0.6846, 1.0847], [-2.5501, -2.3823, -5.4144], [-7.6965, 6.5733, 7.6099], [-9.2368, -0.6221, -8.6418], [1.5614, 1.9080, 5.0837], [4.6343, -2.8059, -4.3306], [5.5769, 0.1974, 4.6976], [-0.4267, 0.6205, -0.5329], [0.0064, -0.2947, 0.4288], [0.0735, -0.0171, 0.0534]], "lowdin_charge": [1.222, 0.909, 0.380, 0.304, -0.001, -0.027, 0.001, 0.235, 0.382, 0.361, -0.058, 0.122, 0.170]}